{
  "formula": "C18H25F10FeN3O5S2",
  "method": "ωB97M-V with the def2-TZVPD basis set",
  "symbols": ["F", "H", "C", "O", "F", "O", "C", "C", "H", "F", "F", "F", "C", "H", "H", "H", "H", "C", "C", "H", "C", "C", "H", "H", "C", "H", "C", "C", "H", "O", "H", "F", "O", "C", "H", "H", "Fe", "H", "F", "C", "S", "O", "H", "H", "F", "H", "C", "F", "H", "C", "H", "C", "C", "N", "F", "H", "H", "H", "S", "H", "C", "N", "N", "H"],
  "positions_angstrom": [[-6.33956, -0.06272, -1.10934], [-0.10479, -3.06310, -3.60808], [1.89580, 2.14794, -0.96303], [-4.30850, 2.58121, -1.10911], [-6.39971, 1.50840, -2.59018], [-1.53294, -0.77332, -0.39503], [2.58622, -0.02483, 4.08593], [2.04901, 0.09490, 2.83504], [1.64015, -2.27825, 2.11786], [1.79113, -0.17479, 5.13491], [0.71279, 0.06620, 2.66149], [5.07982, 0.41601, 0.83094], [1.24255, -3.15578, 0.18054], [4.40773, -0.08856, 5.23829], [-1.09215, 1.45902, -3.59483], [1.91676, -2.82912, -2.20389], [-0.08862, -2.53469, 1.76058], [-0.21965, -2.95394, -2.52990], [-0.33576, 1.24084, -2.84409], [2.00104, 2.51244, -1.98576], [-3.11823, -1.42861, 1.58705], [-0.41789, 2.27820, -1.74721], [0.63613, 1.20649, -3.33916], [-1.99775, 3.11557, 0.45832], [4.78554, 0.16373, 3.14063], [2.32858, 2.90420, -0.30704], [2.69570, 0.85662, -0.75120], [0.18080, 2.94481, 0.51154], [0.31678, 3.96495, 0.13611], [-3.53520, -1.99422, -0.97312], [0.94436, 2.78024, 1.27629], [-2.29262, -0.67057, 2.32081], [1.00016, -1.95781, -0.58429], [1.01176, -2.24623, -2.00748], [-0.33967, -3.95310, -2.11754], [-0.57366, 0.25034, -2.45193], [0.17657, 0.00871, 0.09687], [-1.12971, -2.38580, -2.34016], [-4.34455, -1.31946, 2.04267], [-5.67159, 0.52171, -2.09487], [-4.05211, 1.22820, -1.47272], [-3.07046, 0.92048, -2.47840], [0.94993, -3.89380, 2.15769], [3.76421, 1.05443, -0.80046], [-2.71320, -2.69639, 1.67202], [1.13318, -1.28223, -2.49796], [0.91490, -2.93832, 1.63696], [6.10293, 0.18694, 3.28889], [-1.41316, 1.77024, 1.43305], [3.97131, 0.00991, 4.25397], [0.62811, -3.95715, -0.22726], [2.84886, 0.25726, 1.66165], [4.26040, 0.29178, 1.87240], [2.20143, 0.35922, 0.51665], [-5.43596, -0.36939, -3.04529], [2.29552, -3.42692, 0.04789], [-1.44495, 2.30668, -1.38722], [-0.17046, 3.27483, -2.12828], [-3.00724, -0.93287, -0.18334], [-1.26016, 3.40732, 2.02139], [-1.19818, 2.79541, 1.12264], [-3.76336, 0.40425, -0.12265], [0.46408, 1.98293, -0.59158], [2.43754, 0.11950, -1.51865]],
  "forces_ev_per_a": [[0.031, 0.043, 0.093], [-0.014, -0.014, -0.045], [0.332, 0.164, -0.090], [0.005, 0.085, -0.027], [0.007, 0.099, -0.056], [-0.191, 0.056, 0.460], [0.028, 0.011, -0.043], [-0.270, -0.105, 0.007], [-0.062, -0.062, -0.033], [0.042, 0.018, -0.035], [0.246, 0.036, 0.047], [-0.135, -0.047, 0.248], [0.033, 0.043, 0.102], [-0.002, 0.002, 0.018], [0.087, -0.018, 0.011], [-0.019, 0.006, -0.033], [-0.102, 0.021, 0.015], [-0.048, 0.112, 0.036], [0.233, -0.042, -0.089], [-0.044, -0.115, 0.009], [0.065, -0.183, -0.010], [-0.252, 0.058, -0.240], [0.100, 0.052, 0.038], [-0.032, -0.021, -0.018], [0.069, 0.036, -0.124], [0.025, 0.059, -0.097], [0.007, 0.116, -0.064], [-0.208, -0.015, 0.290], [0.040, -0.045, -0.044], [0.025, -0.070, 0.045], [-0.035, -0.002, 0.004], [0.034, 0.048, 0.051], [-0.174, 0.026, -0.149], [0.188, 0.010, 0.026], [0.003, -0.030, 0.035], [-0.059, -0.033, -0.085], [-0.367, -0.769, -0.055], [0.044, -0.012, 0.012], [0.051, -0.007, -0.031], [-0.050, -0.049, 0.005], [-0.026, -0.099, 0.057], [-0.346, 0.038, 0.008], [-0.003, -0.016, 0.034], [-0.077, -0.041, 0.051], [0.021, 0.103, 0.060], [-0.044, 0.055, -0.048], [0.176, 0.077, -0.051], [-0.075, -0.004, 0.006], [0.010, -0.155, -0.004], [-0.076, -0.017, -0.029], [-0.030, 0.004, 0.007], [0.192, 0.123, -0.100], [0.124, 0.042, -0.081], [0.228, -0.143, 0.376], [0.079, -0.039, -0.007], [-0.061, -0.024, -0.009], [0.128, 0.050, -0.006], [-0.016, 0.017, 0.027], [-0.168, -0.054, -0.360], [0.022, 0.034, 0.010], [-0.075, 0.054, 0.020], [0.136, 0.067, 0.047], [0.201, 0.439, -0.246], [0.049, 0.028, 0.053]],
  "largest_force_ev_per_a": 0.85,
  "e_homo_ev": [-12.8, -13.2],
  "multiplicity": 6,
  "gap_ev": [10.17, 6.98],
  "e_tot_ev": -117003.5461,
  "total_charge": 1,
  "s2": 8.804
}

***

{
  "formula": "C32H47NO18S",
  "method": "ωB97M-V with the def2-TZVPD basis set",
  "symbols": ["H", "H", "C", "C", "C", "H", "H", "H", "C", "O", "O", "H", "H", "H", "C", "O", "N", "O", "C", "H", "H", "H", "C", "O", "H", "H", "H", "H", "C", "C", "C", "O", "H", "C", "C", "H", "C", "H", "H", "C", "H", "H", "C", "H", "C", "H", "C", "C", "O", "O", "H", "O", "H", "C", "C", "H", "O", "O", "H", "H", "C", "H", "C", "H", "H", "C", "O", "C", "C", "C", "H", "O", "H", "H", "H", "H", "C", "O", "C", "O", "H", "H", "H", "C", "H", "O", "O", "H", "C", "H", "C", "H", "C", "H", "H", "H", "H", "S", "O"],
  "positions_angstrom": [[0.25527, 7.39136, -4.44801], [0.41373, -11.10172, 4.19357], [-0.15713, -11.63842, 8.98158], [-0.43257, 9.47471, -2.99567], [0.69354, -10.16279, 4.66942], [2.37794, -0.52327, 1.14803], [0.23917, -6.41643, 4.74103], [2.06978, -4.80701, 4.01495], [-0.16543, 11.21542, -1.48638], [-2.45451, 3.22009, -4.68971], [-2.30950, -5.28902, -4.91530], [2.64517, -1.90065, 4.78183], [-1.04328, 8.30472, -5.27431], [1.51204, -5.13030, -5.27189], [-1.71379, 4.92898, -1.75862], [1.13013, -10.38677, 6.01127], [0.14966, -4.28285, -0.10130], [-0.76335, -3.80394, -5.63412], [-0.78824, -5.76819, 1.58579], [-2.30428, 4.37563, -1.03001], [1.18163, -4.10017, -3.84501], [1.65752, -5.78984, -3.63648], [-1.07905, -4.77755, -5.00287], [0.37939, 9.95465, -3.74423], [0.38960, -11.71417, 9.91794], [1.30882, -1.74270, 9.74419], [-2.16287, -8.08547, 2.73169], [1.28640, 11.07430, -5.79618], [2.91452, -0.94799, 5.23613], [0.18156, -4.86529, 1.19028], [-2.29748, -6.99439, 4.58162], [-0.26438, -5.53445, -4.26728], [-4.24296, -5.08300, -5.50907], [1.34500, -2.27614, 0.57289], [0.21278, 15.58123, -7.24878], [-2.75551, 1.91002, -6.21642], [-2.01902, 3.35433, -3.43695], [-2.53604, -5.94487, 4.77459], [-1.57499, -6.03431, 0.87949], [2.07040, 11.73478, -5.43725], [-1.39991, 6.77388, -4.46438], [-3.38319, -3.54975, -5.29795], [-3.29502, -4.57313, -5.66025], [-2.99234, 1.21233, -4.60700], [-2.37521, 1.88685, -5.19865], [-0.13858, -9.45978, 4.64774], [1.14131, 13.62740, -6.40933], [2.48233, -1.67788, 7.39528], [-1.10565, 8.34168, -3.19233], [3.04380, -1.80080, 8.59988], [0.81013, 0.99540, -0.08544], [3.38250, -1.13942, 6.57250], [-0.64624, 15.07136, -7.68277], [0.30265, -2.88102, -0.11165], [0.20121, -10.91765, 6.80612], [-3.05567, -4.58176, -6.72255], [-2.14665, 4.63561, -3.08911], [-0.81340, 9.98725, -1.82621], [2.06740, -0.26360, 5.21923], [-0.55739, 11.52748, -0.52200], [1.09851, -5.10171, -4.26495], [-2.42494, -7.74531, 5.36262], [0.26911, -5.97492, 3.74895], [-1.34247, 1.54212, -5.21586], [-1.06677, 0.01572, -1.28334], [-0.79571, 7.67657, -4.41988], [1.36006, -1.99806, 7.10395], [1.26401, -5.09783, 3.34400], [-0.74229, -6.31237, 2.86553], [2.18606, -2.36921, 9.58942], [2.75325, -2.41577, 10.51549], [-0.92263, -11.20507, 6.48662], [1.88853, -3.37813, 9.30720], [-1.02217, -10.99352, 9.12943], [0.91056, 11.07122, -1.39964], [-0.64247, -4.59161, -0.64956], [1.20633, -4.55931, 2.08231], [0.73421, -11.07439, 8.01937], [1.53403, -0.91670, 0.58047], [1.13420, 13.11530, -7.49804], [2.38985, 11.39254, -4.45865], [0.99323, 15.71574, -7.99639], [-0.10232, 16.55762, -6.88943], [-0.55676, -2.02918, -0.78908], [-1.38671, -2.48114, -1.33760], [0.71156, 14.86019, -6.12276], [1.57637, 13.06921, -5.28213], [3.72909, -0.50815, 4.66640], [-0.38705, -0.66796, -0.77650], [-0.47274, -12.63491, 8.67605], [-1.79495, -7.26228, 3.34974], [-0.65435, 4.70499, -1.64076], [0.67266, -0.08192, -0.10600], [1.52801, -9.73149, 4.12236], [-0.38846, 11.98529, -2.22370], [-1.86255, 5.99335, -1.59344], [2.92609, 11.71882, -6.11228], [2.41376, -3.39380, 1.47057], [-1.58589, 2.47309, -2.74201]],
  "forces_ev_per_a": [[0.022, 0.160, -0.032], [-0.131, 0.022, 0.082], [-0.092, -0.103, 0.256], [-0.110, -0.043, 0.082], [-0.019, 0.104, -0.330], [-0.220, -0.002, -0.119], [0.232, 0.128, -0.175], [-0.165, -0.070, -0.101], [0.061, 0.264, 0.148], [-0.002, 0.042, 0.001], [0.003, -0.018, 0.042], [-0.127, 0.040, 0.043], [0.131, 0.085, 0.053], [-0.075, 0.128, -0.010], [0.083, 0.224, 0.324], [0.046, -0.001, 0.025], [0.090, 0.314, 0.462], [-0.022, -0.001, 0.003], [0.206, 0.049, -0.330], [0.090, -0.118, -0.051], [-0.030, 0.034, -0.130], [-0.220, -0.103, 0.036], [0.014, -0.086, 0.048], [-0.062, -0.094, 0.073], [0.153, 0.083, -0.113], [-0.046, -0.075, -0.109], [1.018, -0.484, 0.452], [0.034, 0.046, -0.070], [-0.031, 0.054, -0.324], [-0.335, -0.575, -0.216], [0.069, -0.194, -0.424], [-0.045, -0.029, 0.044], [0.116, -0.125, 0.117], [0.252, -1.543, 0.639], [-0.111, 0.210, -0.139], [-0.025, 0.204, 0.043], [-0.052, 0.063, -0.084], [1.211, -0.150, 0.810], [0.033, -0.001, 0.265], [0.269, -0.258, -0.054], [-0.092, 0.080, 0.235], [0.107, 0.018, -0.088], [-0.260, 0.060, -0.113], [0.112, 0.004, 0.080], [-0.013, -0.233, -0.200], [-0.067, -0.111, 0.010], [0.026, -0.029, 0.124], [0.091, 0.027, 0.000], [-0.011, -0.024, 0.029], [0.035, 0.016, -0.008], [-0.055, -0.198, -0.080], [0.045, 0.022, 0.032], [0.103, -0.067, -0.070], [-0.018, 0.641, -0.359], [0.088, 0.033, 0.009], [0.077, 0.110, 0.039], [0.003, 0.022, -0.026], [-0.004, -0.028, 0.009], [-0.080, -0.131, 0.036], [-0.111, -0.178, -0.018], [0.329, 0.049, 0.074], [-1.355, -0.016, -0.548], [0.081, -0.090, 0.189], [-0.033, -0.031, 0.132], [-0.048, -0.422, -0.082], [-0.011, -0.293, -0.295], [0.010, -0.007, 0.012], [0.095, 0.099, 0.478], [-1.742, -0.441, -0.699], [-0.084, -0.100, 0.258], [0.149, 0.084, -0.117], [0.004, 0.010, 0.015], [-0.098, 0.072, -0.070], [-0.045, -0.072, -0.111], [-0.010, 0.014, -0.133], [0.034, 0.020, 0.079], [0.316, 1.104, -0.989], [0.033, 0.014, -0.008], [0.624, 0.565, 0.438], [-0.015, 0.042, -0.008], [-0.131, 0.180, 0.071], [-0.048, -0.126, -0.041], [0.064, -0.073, 0.179], [-0.804, -0.951, -0.484], [0.090, 0.228, 0.106], [-0.006, 0.015, 0.029], [-0.004, 0.064, 0.020], [0.124, -0.027, 0.205], [-0.136, 1.235, -0.332], [-0.095, 0.076, -0.071], [0.053, 0.769, 0.566], [-0.054, -0.149, 0.010], [0.142, -0.132, 0.198], [0.113, -0.004, 0.217], [0.111, -0.065, -0.068], [-0.084, 0.003, -0.252], [-0.112, 0.067, -0.110], [0.347, 0.104, 0.223], [0.006, -0.028, 0.043]],
  "largest_force_ev_per_a": 1.93,
  "e_homo_ev": -7.8,
  "gap_ev": 8.19,
  "e_tot_ev": -83125.5077,
  "total_charge": 0
}

***

{
  "formula": "C4H7NO2",
  "method": "ωB97M-V with the def2-TZVPD basis set",
  "symbols": ["O", "H", "H", "H", "H", "C", "H", "C", "C", "H", "H", "C", "O", "N"],
  "positions_angstrom": [[-1.47186, -0.76526, -0.17432], [-0.03128, -1.68819, 0.99462], [1.25701, 0.33278, 1.58239], [-0.78598, 1.55782, 0.33166], [-1.70457, -0.56498, -2.15880], [1.16351, 0.24203, -0.59851], [1.85685, -0.60839, -0.57133], [-0.56074, -0.72751, 0.93796], [-0.95274, -0.42328, -1.38277], [1.75919, 1.12660, -0.85175], [-1.20208, -0.63368, 1.82628], [0.52401, 0.42606, 0.78006], [-0.04503, 1.70172, 0.95399], [0.19371, 0.02429, -1.66948]],
  "forces_ev_per_a": [[0.295, 0.296, 0.039], [-0.103, 0.136, -0.072], [0.100, -0.292, -0.106], [-0.083, 1.387, 0.451], [0.119, 0.006, 0.094], [0.133, 0.000, 0.238], [-0.099, 0.090, -0.036], [0.892, 0.466, 0.147], [0.209, 0.113, -0.195], [-0.152, -0.133, 0.082], [0.402, 0.224, -0.263], [-0.174, -1.430, 0.603], [-1.169, -0.703, -1.164], [-0.371, -0.160, 0.183]],
  "largest_force_ev_per_a": 1.79,
  "e_homo_ev": -9.7,
  "gap_ev": 10.53,
  "e_tot_ev": -9845.6062,
  "total_charge": 0,
  "relative_energy_kcal_mol": 38.6
}